Here is a structure of composition C39H31O3P2S2Sc in a non-equilibrium geometry from the OMol25 dataset. Energies are from ωB97M-V/def2-TZVPD.

Computed properties:
Kohn-Sham gap in eV: 8.3264
Electronic energy in eV: -108043.0036

```
78
C39H31O3P2S2Sc (ωB97M-V/def2-TZVPD)
Sc -0.191 -0.478 -0.315
C 3.941 -5.019 -3.246
O -1.038 1.552 -0.422
H -4.872 4.645 2.829
H -3.361 0.879 1.485
C -2.503 -3.569 4.057
C 3.676 -3.606 4.946
C -3.172 2.507 0.093
C 4.528 -2.556 1.072
C 5.821 -1.094 2.473
H -4.442 2.241 3.221
H 4.385 -4.011 5.655
C 5.555 -2.365 1.982
H -3.121 4.320 -1.057
H 5.115 -3.472 -4.164
C 3.891 -2.707 -2.587
S 0.173 -0.029 2.232
C -3.643 2.419 -2.959
C 4.019 -0.204 1.154
C 2.157 -3.929 3.116
H 1.673 -4.575 2.392
C -4.392 4.048 2.065
H -4.198 5.678 0.687
H 1.743 -4.530 -0.712
H 6.627 -0.945 3.180
C -3.190 -4.296 3.093
H -0.703 2.425 -0.189
C -4.016 4.627 0.865
H 6.149 -3.211 2.305
C 2.498 -4.322 -1.460
H 2.225 -0.673 4.054
H 4.328 -5.799 -3.889
H 3.417 0.634 0.827
C -2.416 2.211 -2.331
C 1.853 -2.570 3.135
H -4.098 -4.821 3.360
C 3.066 -4.446 4.021
O -4.131 0.009 -1.054
O -2.011 -0.695 -0.992
S 1.998 -0.045 -1.515
H -0.369 3.108 -4.872
C 3.377 -2.252 4.959
C -1.556 -3.675 1.447
C -1.239 2.454 -3.030
H -4.644 3.038 -4.743
P 0.610 -2.005 1.947
C -2.511 3.140 -4.954
C -4.151 2.699 2.285
C -3.543 1.931 1.306
H -4.557 2.200 -2.422
H -0.813 -2.308 4.463
C -1.347 -2.887 3.718
H 4.226 -1.683 -2.710
C -1.291 2.922 -4.337
C -2.406 1.670 -0.915
C -2.943 0.204 -0.982
H -0.276 2.270 -2.573
C 4.385 -3.710 -3.401
H 3.299 -5.503 4.009
P 2.341 -1.775 -0.447
H -3.256 -4.912 1.038
C -2.720 -4.349 1.791
H 2.643 -6.342 -2.165
H 4.325 -3.547 0.685
C 2.949 -3.016 -1.611
C -3.405 3.860 -0.119
C 2.997 -5.326 -2.279
C 0.914 -2.292 0.303
C 3.756 -1.474 0.655
H 5.257 0.975 2.440
H -1.172 -3.709 0.435
C 2.463 -1.729 4.054
C 5.053 -0.017 2.059
H -2.548 3.502 -5.973
C -0.873 -2.940 2.410
H -2.875 -3.530 5.073
H 3.856 -1.597 5.675
C -3.687 2.882 -4.262
```